No. 1
24
Properties=species:S:1:pos:R:3:forces:R:3:lowdin_charge:R:1 method="wB97M-V/def2-TZVPD" lumo_ev=0.2 homo_lumo_gap_ha=0.4221 charge=0 largest_force_ev_per_a=0.3 homo_ev=-11.33
O -3.412689 0.138235 2.809244 -0.01 -0.19 0.05 -0.05
H -3.303692 0.582286 1.968317 0.04 0.05 -0.24 0.03
H -3.492091 0.847787 3.446811 -0.04 0.15 0.20 0.03
O -1.970545 1.907748 -5.097149 0.12 -0.14 -0.09 -0.05
H -2.286457 1.999488 -4.198250 -0.09 -0.06 0.23 0.03
H -2.055917 2.784279 -5.472159 -0.02 0.21 -0.15 0.03
O 0.682842 -0.276289 0.107643 -0.08 -0.08 0.29 -0.05
H 0.251485 0.221153 -0.587131 -0.13 0.15 -0.16 0.03
H 1.446144 -0.668435 -0.316401 0.22 -0.11 -0.07 0.03
O -1.343456 -3.590043 2.408139 -0.21 -0.04 0.04 -0.05
H -0.670727 -2.955835 2.160260 0.13 0.28 -0.10 0.02
H -0.876096 -4.422922 2.472338 0.09 -0.23 0.02 0.03
O -2.083300 -2.242645 -3.172602 0.08 0.20 -0.15 -0.05
H -2.944059 -2.370127 -2.773740 -0.23 -0.02 0.09 0.03
H -1.541131 -2.938407 -2.800875 0.16 -0.17 0.10 0.03
O 3.961518 -2.999722 2.165968 -0.06 -0.18 -0.16 -0.06
H 3.503183 -2.805370 2.983518 -0.13 0.02 0.22 0.03
H 4.567098 -2.267508 2.050419 0.18 0.17 -0.06 0.03
O 1.733817 3.148136 2.564476 0.18 0.15 -0.03 -0.05
H 0.877389 3.498886 2.808889 -0.19 0.11 0.04 0.03
H 1.698926 2.227370 2.823703 0.00 -0.27 -0.01 0.03
O 2.533932 3.482886 -1.754506 0.04 0.02 0.20 -0.05
H 1.848167 3.904811 -2.272136 -0.17 0.14 -0.11 0.03
H 2.875661 2.794237 -2.324776 0.13 -0.17 -0.13 0.03

---

No. 2
25
Properties=species:S:1:pos:R:3:forces:R:3:lowdin_charge:R:1 method="wB97M-V/def2-TZVPD" lumo_ev=-0.1 homo_lumo_gap_ha=0.3840 charge=0 largest_force_ev_per_a=0.9 homo_ev=-10.55
Xe -0.011534 -0.229248 0.060464 -0.01 -0.14 0.10 0.30
O 0.503566 2.458572 -2.073116 -0.57 0.46 -0.12 -0.10
H 0.887426 1.768572 -2.614206 0.35 -0.24 -0.18 0.00
H 0.943906 2.373322 -1.227496 0.42 0.04 0.33 -0.03
O 1.829406 -2.217458 2.944254 0.47 0.22 0.20 -0.08
H 2.444146 -2.523008 2.277214 0.22 -0.02 -0.10 0.02
H 1.010806 -2.670318 2.741664 -0.54 -0.06 -0.05 -0.03
O -3.316544 -0.054258 -1.630836 -0.23 -0.51 0.09 -0.09
H -2.923674 0.767622 -1.336896 0.11 0.63 -0.02 -0.03
H -2.783134 -0.320958 -2.379546 0.08 0.00 -0.18 0.02
O -2.568894 -1.281078 3.106724 -0.21 0.37 0.13 -0.07
H -3.065054 -1.850038 3.695234 -0.17 -0.04 0.14 0.03
H -1.919384 -1.858588 2.705664 0.28 -0.19 -0.25 -0.03
O 2.818696 2.401342 0.240244 -0.23 0.15 -0.18 -0.06
H 2.757206 2.301122 1.190194 -0.08 -0.01 0.29 0.04
H 3.550336 1.838752 -0.013566 0.16 -0.17 -0.18 0.04
O -2.243104 2.922252 -1.577626 -0.79 -0.18 0.12 -0.06
H -2.197364 3.218742 -0.668656 -0.05 0.14 0.21 0.04
H -1.329454 2.806762 -1.838646 0.82 -0.11 -0.25 -0.02
O -0.706704 -3.293718 2.200264 0.13 0.03 0.07 -0.06
H -0.940864 -4.045938 2.743924 -0.12 -0.26 0.27 0.07
H -0.498004 -3.670968 1.345654 -0.05 -0.01 -0.42 0.06
O 2.486626 0.608862 -2.991886 -0.09 0.03 0.16 -0.05
H 2.201926 -0.284948 -3.182356 -0.09 -0.32 0.01 0.05
H 3.069676 0.834602 -3.716676 0.18 0.18 -0.21 0.05

---

No. 3
30
Properties=species:S:1:pos:R:3:forces:R:3:lowdin_charge:R:1 method="wB97M-V/def2-TZVPD" lumo_ev=-1.9 homo_lumo_gap_ha=0.2853 charge=0 largest_force_ev_per_a=9.0 homo_ev=-9.62
N -1.101267 2.997667 0.108967 4.51 -7.26 -2.72 0.34
H -1.673267 2.207667 0.407967 -0.08 -1.01 0.74 0.11
H -1.569267 3.714667 0.366967 -3.59 6.84 2.50 0.04
H -1.248267 2.883667 -0.938033 1.37 0.41 1.27 0.20
H -0.098267 2.886667 0.562967 -2.28 0.17 -1.66 0.23
N 0.351733 -0.761333 0.111967 -3.42 1.77 -3.64 -0.50
O 0.822733 0.240667 0.705967 0.92 -0.12 0.66 -0.08
O 0.543733 -0.903333 -1.147033 0.98 0.00 1.92 -0.05
O -0.648267 -1.323333 0.582967 1.02 -0.88 0.76 -0.03
O 3.475733 0.375667 1.740967 2.66 0.62 4.39 -0.06
H 2.672733 0.344667 1.330967 -3.61 -0.38 -2.25 -0.10
H 3.178733 0.454667 2.711967 0.99 -0.26 -2.15 0.09
O 0.345733 -0.402333 -4.282033 -2.68 -2.48 -3.35 -0.03
H -0.648267 -0.388333 -4.454033 2.25 0.24 0.80 0.09
H 0.598733 0.163667 -3.621033 0.43 2.19 2.55 -0.05
O 1.859733 -2.890333 -2.908033 -1.81 2.12 -0.13 -0.11
H 2.249733 -2.919333 -2.038033 0.26 -0.07 0.42 0.01
H 1.233733 -2.077333 -2.813033 1.59 -2.21 -0.41 0.03
O -2.945267 -1.836333 2.167967 0.39 2.89 3.59 -0.15
H -2.870267 -1.218333 3.124967 0.07 -3.03 -4.52 0.17
H -2.070267 -1.762333 1.707967 -0.34 -0.15 1.07 0.00
O 3.069733 0.653667 -1.744033 -1.88 0.12 -0.68 -0.09
H 2.056733 0.638667 -1.819033 2.35 -0.17 0.79 0.03
H 3.322733 1.222667 -1.010033 -0.32 -0.10 0.09 0.01
O -3.258267 0.288667 0.505967 0.23 2.15 -4.53 -0.11
H -3.188267 -0.447333 1.085967 0.05 -1.94 0.85 -0.07
H -3.178267 -0.018333 -0.487033 -0.24 0.39 3.40 0.11
O -0.232267 -1.025333 3.426967 -2.17 1.17 2.98 -0.11
H -0.119267 -0.588333 2.580967 -0.27 0.44 -0.34 -0.03
H -0.933267 -0.511333 4.028967 2.62 -1.48 -2.41 0.10

---

No. 4
31
Properties=species:S:1:pos:R:3:forces:R:3:lowdin_charge:R:1 method="wB97M-V/def2-TZVPD" lumo_ev=2.9 homo_lumo_gap_ha=0.3821 charge=-1 largest_force_ev_per_a=6.5 homo_ev=-7.46
N 0.378897 0.407625 -0.030527 -1.34 1.12 1.55 -0.42
O 1.396315 0.703871 0.606051 0.16 -0.86 -1.05 0.02
O -0.684593 1.051021 0.272544 1.41 -1.86 -1.65 -0.07
O 0.367063 -0.538393 -0.892895 -0.15 1.33 0.88 -0.10
O 2.063491 3.578430 0.805745 -1.25 -1.07 0.54 -0.13
H 2.086517 2.598758 0.611524 -0.17 1.52 0.39 0.01
H 1.132623 3.707763 1.172513 1.67 -0.38 -1.08 0.02
O -2.202579 1.007785 2.380259 0.75 0.24 -1.60 -0.12
H -1.951021 0.531505 1.507913 -0.29 1.35 2.19 0.03
H -1.676433 1.853186 2.332475 -0.70 -1.67 -0.01 0.03
O 2.064250 -0.525170 3.229059 -1.59 -1.49 0.29 -0.09
H 1.286888 -1.163576 3.296544 1.53 1.33 -0.09 0.07
H 1.944558 -0.146685 2.350325 0.03 0.17 -0.15 -0.02
O 1.872602 -1.118508 -3.254594 4.11 -1.12 -4.91 -0.03
H 1.986077 -0.519801 -4.050473 -0.72 -0.92 1.98 0.08
H 1.251481 -0.846316 -2.677663 -3.29 2.08 2.81 -0.09
O -0.789587 3.710550 0.674853 0.87 1.90 -0.50 -0.01
H -1.134932 2.895577 0.387861 -0.31 -1.92 -1.02 -0.01
H -1.146607 3.790932 1.530934 -0.71 0.53 1.67 0.02
O -1.192689 -2.778598 -1.658514 -0.30 1.81 0.90 -0.06
H -0.576694 -2.041161 -1.376681 -0.32 -1.18 -0.99 0.03
H -0.736062 -3.446840 -2.135073 1.02 -0.53 -0.50 0.04
O -1.864563 0.559104 -2.286087 1.37 1.45 -0.81 -0.02
H -2.678653 0.136816 -2.247342 -2.46 -1.07 -0.08 -0.01
H -1.306168 -0.008401 -1.771384 0.86 -0.26 0.52 -0.04
O -1.769154 -2.160559 0.868621 -0.52 0.95 -0.59 -0.09
H -1.396366 -2.501857 0.028479 -0.47 -0.29 0.68 -0.02
H -2.351837 -1.439067 0.529271 0.59 -0.84 0.59 0.04
O 2.159454 -2.511004 -0.328990 0.89 -2.42 0.52 -0.04
H 1.652674 -1.733143 -0.274397 -0.96 1.88 -0.15 -0.06
H 1.815050 -3.053843 0.399648 0.30 0.21 -0.34 0.04

---

No. 5
26
Properties=species:S:1:pos:R:3:forces:R:3:lowdin_charge:R:1 method="wB97M-V/def2-TZVPD" lumo_ev=-2.8 homo_lumo_gap_ha=0.4386 charge=+1 largest_force_ev_per_a=11.1 homo_ev=-14.74
N 0.431136 0.201674 0.220458 0.14 -3.31 -9.96 0.35
H 1.386435 0.009501 0.278103 2.03 -0.78 -0.04 0.09
H 0.156016 0.611923 0.931630 -3.57 4.29 9.65 -0.03
H -0.193919 -0.624286 -0.034425 1.14 1.25 0.11 0.14
H 0.326987 0.982553 -0.483983 0.15 -1.53 -0.14 0.16
O -2.617966 0.773839 0.680593 -3.59 -2.57 -5.34 0.01
H -2.192969 1.237777 1.277633 3.51 3.44 5.18 -0.10
H -3.097445 1.472226 0.183354 0.23 -0.94 0.21 0.09
O 0.229581 0.780266 -2.964374 -0.16 -3.26 0.82 -0.05
H -0.340960 0.025848 -3.285922 1.16 0.72 0.87 0.07
H -0.163887 1.458989 -3.435485 -0.95 2.65 -1.42 0.00
O 0.116174 -1.594881 2.641449 1.03 -0.40 -0.09 -0.08
H 1.020316 -1.716134 3.042393 -1.52 -0.18 -0.66 0.08
H -0.149213 -2.434843 2.211418 0.54 0.57 0.66 0.05
O 3.221267 1.404130 -0.325475 0.25 -0.56 -4.43 -0.12
H 3.365460 1.321124 -1.407246 -0.56 0.21 4.27 0.16
H 3.287585 2.354833 -0.209842 0.11 0.26 0.18 0.03
O -0.841103 1.916231 2.972120 6.29 -2.83 -3.86 0.04
H -1.540174 2.225500 3.359161 -6.57 2.74 3.65 -0.05
H -0.109423 2.414050 3.334074 0.28 0.09 0.08 0.07
O 1.228290 -1.993493 -1.684605 0.68 2.87 0.52 0.00
H 2.107531 -2.318564 -1.669048 1.79 0.07 0.00 0.04
H 0.797254 -2.784813 -1.779782 -2.43 -2.92 -0.41 0.00
O -1.894734 -1.619898 -1.389650 -0.59 0.36 2.13 -0.07
H -2.099128 -2.384592 -1.919378 -0.22 -0.48 -0.22 0.04
H -2.433112 -1.718959 -0.543169 0.82 0.24 -1.77 0.08

---

No. 6
27
Properties=species:S:1:pos:R:3:forces:R:3:lowdin_charge:R:1 method="wB97M-V/def2-TZVPD" lumo_ev=0.2 homo_lumo_gap_ha=0.3656 charge=0 largest_force_ev_per_a=2.5 homo_ev=-9.73
O 0.830884 0.469596 0.131598 0.19 0.10 -0.44 -0.08
H 1.461384 0.890105 -0.463911 -0.09 0.09 0.06 0.02
H 1.163046 0.680192 1.011546 -0.18 -0.22 -0.02 0.02
O -0.710973 2.348366 1.535798 -0.19 0.33 0.25 -0.06
H -0.963682 2.917614 2.271382 0.00 -0.01 0.00 0.04
H -1.116185 2.764991 0.766892 0.07 -0.21 -0.03 0.03
O -2.486261 2.214168 -3.087819 -0.39 0.54 0.60 -0.07
H -1.780396 1.671978 -2.717990 -0.41 -0.09 -0.32 -0.01
H -3.292532 1.824662 -2.731165 0.07 0.09 -0.06 0.04
O 2.278637 -2.142611 4.068988 0.60 -0.62 2.31 -0.07
H 2.202915 -1.774266 4.956444 0.18 -0.02 0.03 0.06
H 1.840750 -2.998900 4.132337 0.09 -0.01 0.19 0.06
O 1.687095 -3.670018 -0.944443 -0.13 -0.23 -0.10 -0.06
H 1.379788 -4.543671 -0.677456 0.06 0.09 -0.03 0.03
H 0.896115 -3.237131 -1.284954 0.09 0.11 0.15 0.03
O -3.048725 -1.259965 1.441030 -0.10 0.10 0.12 -0.06
H -2.590176 -1.015321 2.252739 0.03 0.00 -0.13 0.03
H -3.319197 -0.416452 1.061132 0.10 -0.10 0.00 0.03
O 1.456810 -1.669890 2.032396 -0.69 -0.06 -1.85 -0.08
H 0.718965 -2.191623 2.367611 0.11 0.25 -0.21 0.03
H 2.234453 -2.195207 2.252174 -0.25 0.45 -0.31 0.02
O 0.891040 3.238339 -1.646830 -0.14 -0.04 -0.07 -0.05
H 0.231867 3.114331 -2.339003 0.02 0.14 -0.06 0.03
H 0.440929 3.779783 -0.988630 0.13 -0.08 -0.01 0.03
O -0.772314 0.507951 -3.825997 0.64 -0.43 -0.10 -0.05
H -0.093502 0.666019 -3.160250 0.23 -0.20 -0.01 0.04
H -0.424080 -0.224609 -4.346649 -0.05 0.03 0.04 0.06

---

In the order shown, the computed energy above the lowest of the compared OMol25 structures with the same formula, charge and spin values come out to 294.78, 39.86, 228.34, 220.60, 379.78, 397.59 kJ/mol.